(1)
ORCA calculation (wB97M-V/def2-TZVPD) on a structure of composition C12H27BF6NO16S2Zr.

Output
LUMO   -5.40 eV
Net charge   +1
Kohn-Sham gap   0.2634 Eh
Total energy   -3199.18032 Ha
Maximum force   7.036 eV Å⁻¹

Geometry as XYZ:
```
66
C12H27BF6NO16S2Zr wB97M-V/def2-TZVPD
H 18.09649 23.56082 36.36471
F 14.57028 20.27761 36.27572
H 18.21927 23.11717 38.17885
O 17.78943 20.50164 36.66173
H 23.15452 18.59423 33.75839
H 20.52118 17.37867 31.06496
H 21.09323 22.66290 33.32873
H 20.94207 16.45349 36.36549
H 22.06031 22.04840 35.97264
C 17.83219 22.89323 37.18481
C 17.28128 15.00817 35.24187
C 24.00006 20.06667 32.30514
C 23.25638 20.89178 31.20180
O 22.53094 21.63385 36.69576
H 22.63815 22.33072 37.34315
O 21.37859 18.94195 36.90325
O 16.73214 19.00228 29.83023
O 15.75468 16.95496 29.65586
O 15.99024 18.69801 37.85381
F 16.02498 14.62470 35.25547
H 22.28307 18.84693 32.18070
H 19.49789 16.04735 36.16221
F 18.00241 14.28941 34.41228
F 15.84308 19.85878 34.54117
H 22.04482 18.30320 37.15698
C 18.41720 21.46391 37.07304
B 19.98333 19.33581 34.48212
O 21.59321 22.28671 34.05312
S 15.93225 18.02696 36.57649
H 18.54342 20.07433 29.71460
H 20.18437 19.57166 33.44859
O 23.93570 17.69695 32.14456
C 20.00879 18.04705 30.37298
H 21.86732 19.75071 36.75063
O 20.04441 16.76176 36.48960
H 24.10356 20.56100 33.27106
C 15.03913 19.34898 35.45279
H 20.25762 17.72171 29.36286
F 13.97894 18.84055 34.87015
S 17.24923 16.78520 34.66783
H 23.68473 21.89294 31.15411
O 17.85236 17.19403 30.48067
N 17.52295 17.74333 36.10297
O 18.46358 16.93383 33.88535
H 17.78378 20.13516 31.32981
C 16.74526 17.63275 29.91203
O 25.13532 19.46064 31.70114
O 15.06465 16.87461 36.47150
H 18.68638 18.10393 31.93640
Zr 19.26150 18.84253 36.71782
C 18.55068 18.22411 30.86159
C 17.89797 19.54860 30.41822
H 18.93043 19.21123 34.68247
H 20.57375 18.97324 30.47821
H 22.20107 21.09676 31.38180
H 21.42071 21.34662 34.00109
C 25.05155 18.15379 31.42750
H 23.26597 20.39541 30.23143
F 17.85743 15.05791 36.42356
O 25.80259 17.52392 30.73884
O 19.54250 21.03930 37.40671
H 20.34394 18.34660 34.71806
O 16.01531 17.13363 33.99331
C 23.24408 18.81030 32.69377
H 20.25997 20.02813 35.26213
H 16.77197 22.74716 37.39144
```

---

(2)
ORCA calculation (wB97M-V/def2-TZVPD) on a cluster of 2 separate species, C2H7S in total.

Output
LUMO (spin up / spin down)   5.62 / 5.62 eV
Net charge   -2
Kohn-Sham gap (spin up / spin down)   0.1053 / 0.2403 Eh
Energy above the lowest of the compared OMol25 structures with the same formula, charge and spin   49.30 kJ/mol
Total energy   -478.46845 Ha
Multiplicity   2
Maximum force   2.091 eV Å⁻¹

Geometry as XYZ:
```
10
C2H7S wB97M-V/def2-TZVPD
H 6.91652 3.72575 -1.10226
H 8.65655 3.97504 -0.76637
C 7.69414 4.41456 -0.80830
H 7.71057 5.06860 -1.75610
C -2.15753 -1.87342 -0.41272
H -1.55138 -0.98537 -0.29736
H -2.54906 -2.03523 -1.44091
S -3.64948 -1.69455 0.80441
H -1.42574 -2.72654 -0.38970
H 7.41462 4.84362 0.20835
```

---

(3)
ORCA calculation (wB97M-V/def2-TZVPD) on a structure of composition C53H54N5P2S2Sr.

Output
LUMO   -2.12 eV
Net charge   +1
Kohn-Sham gap   0.2622 Eh
Energy above the lowest of the compared OMol25 structures with the same formula, charge and spin   0.00 kJ/mol
Total energy   -3835.46325 Ha
Maximum force   4.717 eV Å⁻¹

Geometry as XYZ:
```
117
C53H54N5P2S2Sr wB97M-V/def2-TZVPD
C 2.40265 2.26891 2.03660
C -5.70988 0.98332 -1.11493
C 2.55703 -2.88896 4.09877
C -1.88251 -2.42960 -0.82621
P 1.39433 0.80877 1.71144
C 2.19506 -1.43420 0.33273
H -3.74094 0.56211 2.87954
C -0.46520 2.48641 -2.13735
C -1.76907 -0.92311 3.91094
H 4.36396 4.39896 0.27666
C 1.43226 -0.61418 4.04181
C -0.04488 0.09676 -6.01779
H 3.76937 -2.18761 -7.34917
C -3.06349 3.88092 2.85624
C 2.66639 2.10622 -4.37425
H -2.70927 -0.67298 -4.66474
C -2.45549 -0.70103 6.20468
H 1.16785 -1.44423 -0.02092
C -3.76967 2.71137 2.97229
H 5.06329 -3.20209 0.05145
H 0.36276 0.97761 -6.51494
H 2.71061 -3.23172 -0.71391
Sr -0.95716 1.27668 0.03706
C -1.84528 1.39792 2.35341
H -4.25794 -0.20239 -3.97555
H 3.24988 1.44744 -3.72362
H -6.60526 0.38525 -1.12186
H -2.78847 -4.14412 0.09130
C -3.14021 -1.90927 6.11442
H 1.98252 -5.44011 5.60082
N -3.51794 1.62152 -0.79017
H 4.15233 5.69740 2.37110
H -1.24249 0.73680 5.17123
H 1.64630 2.63832 4.01087
H -1.17486 4.76736 2.25168
C -2.45322 -2.13345 3.82654
H 3.33971 2.88609 -4.72630
C -1.14905 2.64651 2.13535
H 1.11611 -2.26469 2.67332
H 0.53920 -4.88821 4.71029
C -3.06971 -1.43988 -2.68932
C -1.96448 -1.45629 -1.82317
C -3.95937 -3.38840 -1.54346
H 1.57208 0.28190 -3.59988
H -0.36127 -2.41413 -3.28613
H -3.67076 -2.29196 6.97634
C 3.78233 4.00800 1.10080
H -4.22072 -0.31109 -0.22651
H -0.54501 0.43130 -5.11328
C 2.25952 3.01733 3.20152
H -2.75535 0.56155 -3.40872
H -1.02549 -2.42273 -0.16114
H 0.43580 -2.52171 4.27054
N 0.83448 0.53054 -2.95938
H 1.95928 4.69548 -4.31617
H -2.46010 -0.14493 7.13292
H -4.90230 -2.40800 -3.19715
C 2.62965 -0.41495 1.18175
C 1.09764 -1.70454 -4.61156
H -2.44675 -2.69267 2.89679
C 1.27824 4.08851 -3.73045
N -0.99027 -0.43255 -1.87542
C 1.50296 -5.38893 4.62457
C -4.04611 -2.41792 -2.53212
H 2.00514 -0.49626 -7.62108
C 3.05326 -2.85156 -5.43727
H 3.82067 -3.60301 -5.30938
H 1.18014 -0.40788 5.08495
H 2.69766 -2.95002 5.18007
C 2.90275 4.24265 3.32717
P -0.86857 -0.36802 2.44211
H -3.67622 -3.56385 4.85858
H 3.24406 2.22679 0.04686
S -5.67365 2.57123 -1.74566
H 2.36768 1.51786 -5.24806
H -3.43770 3.56266 -1.58642
C 3.66108 4.73795 2.27838
C 2.03009 -1.10712 -6.72622
H -3.53256 4.82349 3.10501
H -1.38279 4.39562 -1.70900
C -0.05526 -0.48169 -2.77603
H 2.47537 -0.32117 3.91066
C 3.15396 2.78153 0.97454
S 2.56937 -4.56671 3.42368
C -4.02055 2.68538 -1.34870
N 0.61679 0.30270 3.18376
H -4.80204 2.73743 3.29707
C -4.47978 0.64892 -0.65245
H 4.32248 0.39274 2.24241
H 5.86322 -1.37704 1.51352
C -3.14381 -2.62460 4.92714
H -0.80072 -0.32946 -6.68176
H 3.43472 -2.39313 3.67892
C 2.09779 -2.66067 -4.45534
H -0.15882 2.61542 1.65354
C 4.38268 -2.41983 0.36053
C -1.77349 -0.20580 5.10749
N 0.12594 -1.57990 -3.57462
C 0.21994 4.67681 -3.05637
C 3.96099 -0.39987 1.59879
C 1.04134 -0.91315 -5.76249
C -3.20778 -0.37562 -3.73947
C 3.02225 -2.06100 -6.57708
C -1.73812 3.85495 2.39646
H 1.33208 -6.40136 4.26398
C 4.83214 -1.39591 1.18577
C -3.16790 1.46793 2.71997
H 2.80618 4.81014 4.24347
C 1.48745 2.71836 -3.65834
H 2.11228 -3.25495 -3.54946
C 1.29603 -2.10992 3.74101
C 0.58478 1.95328 -2.89736
H -4.73565 -4.13602 -1.44804
C -0.60008 3.87993 -2.26914
H 0.06005 5.74652 -3.12399
C -2.87246 -3.39174 -0.68299
C 3.06397 -2.43761 -0.06937
```

---

(4)
ORCA calculation (wB97M-V/def2-TZVPD) on a structure of composition C2H3O3Sc.

Output
LUMO   -11.82 eV
Net charge   +2
Kohn-Sham gap   0.3488 Eh
Total energy   -1063.75373 Ha
Maximum force   4.874 eV Å⁻¹

Geometry as XYZ:
```
9
C2H3O3Sc wB97M-V/def2-TZVPD
Sc -1.47513 -0.80006 -0.43831
C 0.21041 0.83846 1.34646
H 0.51708 1.47163 2.19277
O -0.74790 0.09820 1.39244
H 1.69739 1.74095 -0.17012
C 0.89098 1.00830 -0.02396
O -0.44581 -1.95048 -1.58588
H -1.07130 -2.78675 -1.75697
O 0.42427 0.37975 -0.95642
```

---

(5)
ORCA calculation (wB97M-V/def2-TZVPD) on a structure of composition C41H46N12O4Zr.

Output
LUMO   -11.81 eV
Net charge   +4
Kohn-Sham gap   0.1553 Eh
Energy above the lowest of the compared OMol25 structures with the same formula, charge and spin   396.62 kJ/mol
Total energy   -2593.80928 Ha
Maximum force   1.403 eV Å⁻¹

Geometry as XYZ:
```
104
C41H46N12O4Zr wB97M-V/def2-TZVPD
N 0.58812 -2.78101 -0.19794
H -0.42172 4.29995 3.03174
H -3.80551 3.09854 -1.30087
N -1.80139 3.34792 -0.67723
C 3.07635 1.91050 2.01758
H 1.22991 -1.99362 -2.83480
C -1.21543 1.96638 -4.39765
H -2.33448 5.42370 -0.66272
H -0.72053 5.03473 -0.03241
C -4.60746 -2.25014 -2.05202
H 4.59257 1.52995 -0.89466
C -2.69639 3.58227 -3.04107
C -2.12931 3.08852 -4.15594
C -0.30613 0.01536 3.88310
H -3.23922 4.51313 -3.13789
H -2.97823 0.86003 -1.04142
H 0.19470 2.74835 2.44475
N -0.96620 1.44179 0.47905
H -5.06431 -2.62545 -2.95833
O -1.25699 -0.78387 0.94967
H -3.47190 4.24706 1.07988
C 4.80789 -4.63390 -1.56681
H -3.69916 0.63840 4.05136
H 3.97879 -2.89740 -2.48611
C 4.40587 0.65353 -1.50328
H 5.68145 -4.66053 -2.20340
C -0.63483 1.21282 -3.44411
C 2.72373 -3.65265 -0.88863
C -2.70239 4.35409 1.83895
H -2.30375 5.36845 1.81939
C 2.33215 -0.43486 -2.03899
H 2.91376 -0.50682 -2.95949
H 3.43485 -6.44128 0.99513
H 2.96547 -1.35077 2.37250
H -0.79579 1.91830 -5.39401
H 5.29508 0.02783 -1.52305
N 1.27999 0.58052 -2.16806
H -2.52789 -1.77388 3.24070
H 3.80601 2.71984 1.98078
H 1.32463 -5.35694 1.58327
C -2.61308 -1.01043 1.47664
N 1.52200 -1.68273 -1.90549
N -1.20119 1.17345 -2.11062
C -0.69889 3.28204 2.75419
N 1.44451 -4.63834 0.87332
C -1.65422 0.29361 4.40991
C -0.01613 0.24045 2.53441
H -1.76787 0.32632 5.48707
H 1.66346 1.50298 -1.92478
H -5.35568 -1.56212 1.18283
C -2.63888 1.40946 -1.91507
C 1.81325 -1.07804 4.14952
C 3.86862 -3.65542 -1.72265
O -2.46374 -2.71790 -4.16571
H -0.36424 -3.75453 1.38345
H 0.43961 -0.72087 5.75804
C 4.64594 -5.63520 -0.57931
H 5.15103 -0.47405 0.79554
C -3.26258 -1.95074 -1.96997
C -4.78765 -1.64963 0.26672
C 2.05857 -0.93315 2.79194
H -1.13409 2.79787 3.62847
Zr -0.31870 -0.53859 -0.97657
H 4.99380 0.15965 2.43707
C -2.72122 0.45802 3.62488
H -3.27828 1.09891 1.64778
N 1.44735 -0.09358 0.55584
C 2.58276 -4.67196 0.09441
N -2.69294 -1.48113 -0.85156
H 2.53095 -1.59250 4.77383
H -3.39642 -2.92316 -4.33712
C 3.54921 -5.66426 0.25021
C 1.67210 -2.73642 -0.97472
H 1.18932 0.39561 -4.30366
H 5.63811 1.19597 1.15832
H -2.28336 3.69073 -5.04391
H -1.04207 4.95326 -1.76834
N 3.54252 0.85776 1.11816
C -5.38808 -2.07145 -0.90814
N 3.23418 -0.09988 -0.97808
C 1.17665 -0.22829 1.97267
O -2.66599 -2.07071 2.32222
C -2.58581 0.41555 2.13789
C 0.55760 0.41806 -3.42044
H 4.19430 0.99565 -2.51443
C -2.80779 2.89150 -1.70308
N -1.64755 3.35543 1.64829
H -0.75922 1.94095 -1.59621
H -6.44668 -2.29337 -0.93399
C 0.64348 -0.58552 4.70394
C -3.42775 -1.36052 0.24752
H -3.19731 1.07632 -2.78915
C 2.71079 0.22531 0.26541
O -1.05252 -1.88912 -2.72265
C 0.49773 -3.72230 0.72789
H -3.15293 4.18253 2.81658
C -1.49451 2.68029 0.49757
C 4.91433 0.41178 1.37744
H 2.11944 2.29241 1.67093
C -2.21641 -2.17760 -3.01039
C -1.46477 4.77695 -0.78109
H 5.40359 -6.40217 -0.48101
H 2.98788 1.56557 3.04856
C -1.14680 0.56246 1.59170
```

---

(6)
ORCA calculation (wB97M-V/def2-TZVPD) on a structure of composition C44H36O6P2STi.

Output
LUMO (spin up / spin down)   0.01 / -0.09 eV
Net charge   0
Kohn-Sham gap (spin up / spin down)   0.2357 / 0.3146 Eh
Energy above the lowest of the compared OMol25 structures with the same formula, charge and spin   5.77 kJ/mol
Total energy   -4080.21037 Ha
Multiplicity   3
Maximum force   0.800 eV Å⁻¹

Geometry as XYZ:
```
90
C44H36O6P2STi wB97M-V/def2-TZVPD
H 4.18964 -1.06993 -1.73404
C -2.11288 -3.05470 -0.51842
S -2.58526 1.11558 -0.16086
C 0.95277 -1.73496 3.74694
C 1.86261 -0.59500 3.25988
H 3.02704 -0.62396 5.09491
O 0.89436 0.40796 2.84262
H 2.49741 -0.85253 2.41623
C 1.79510 4.28651 2.88579
H -0.69697 6.18568 -1.75990
C -1.93166 2.71601 -0.68012
H 3.74048 5.09643 3.30442
C -3.79973 1.02015 -2.61249
C -3.50488 -0.70805 -4.25016
C -0.24871 -0.91465 4.35292
C -2.83597 0.40994 -1.81312
H -0.00852 3.32264 2.25354
O -1.83164 -0.28926 2.66620
H -4.86875 0.94196 -4.46051
C -3.53397 -4.08311 1.13563
C -0.13545 4.22068 -1.12357
H 4.30106 -0.00390 -3.96898
H -2.65732 -2.16321 1.38054
H -0.38857 -1.16989 5.40163
C 0.24033 -2.30716 -1.98207
C 2.67088 1.33111 -3.57815
O -2.31038 -2.06365 3.95657
H 2.50357 -0.33221 -0.10253
H 4.81483 3.94128 1.39854
C 3.00609 2.99090 0.75008
P -1.12241 -1.60490 -1.00429
C 2.41017 -3.42424 -3.32651
C 2.01006 -3.93865 -2.09827
C -2.85816 3.71517 -0.94673
C 1.39368 0.88179 5.06586
C -2.57473 -1.32612 -3.43699
O -3.93800 1.37933 0.36482
C -2.75211 -3.01290 0.71768
H -4.31171 1.90563 -2.26658
C -2.21809 -0.77194 -2.20396
C 0.66206 -1.77683 -3.19706
C 1.68328 1.19300 -1.38713
C 1.73230 1.76908 -2.64911
C -3.04040 -5.24219 -0.91290
H -4.00670 -4.03674 2.10775
C -0.56589 2.95511 -0.72895
H -3.76711 -1.15276 -5.20143
H 1.57985 1.95540 5.05015
C 0.65406 -2.63732 2.54215
H -4.28294 -6.03051 0.64982
H 3.49591 2.49531 -0.07634
H 2.05340 -1.92120 -4.81834
H 0.17082 -0.91417 -3.62535
C 3.56887 0.32910 -3.24441
C -3.67993 -5.19354 0.32172
O 0.37689 -1.96385 1.44074
C 0.93164 -3.38636 -1.42490
H 2.53387 -4.77891 -1.66102
H 1.04070 2.55940 -2.92076
C -2.25724 -4.17943 -1.33149
H 1.31766 4.78982 3.71724
C 0.23661 0.52769 4.13749
H 1.18565 0.58408 6.09310
H -3.12686 5.74768 -1.55494
P 0.58308 1.70775 -0.02826
C 1.05071 3.46320 2.05991
H 1.42669 -2.34945 4.50878
H -0.55640 1.26138 4.06557
C -2.41178 4.96183 -1.34864
C 3.75675 3.81261 1.58805
O 0.77266 -3.83724 2.60605
H 3.33989 0.77063 4.05532
H -2.12190 -2.25747 -3.75086
H -3.91020 3.51199 -0.79608
C -1.58735 -1.14129 3.63265
C 1.73901 -2.34067 -3.87080
H 2.70063 1.78157 -4.56215
H 3.24439 -3.86924 -3.85421
C 3.15561 4.46020 2.65282
H -1.73875 -4.24161 -2.28077
C 2.56544 0.09745 4.42159
H 0.92515 4.44823 -1.12858
Ti -0.54941 -0.24080 1.11786
C 2.56628 0.15737 -1.07076
C 1.64581 2.81443 0.97851
H -3.14472 -6.11602 -1.54349
C 3.51558 -0.26281 -1.98940
C -1.04924 5.20831 -1.45693
H 0.62466 -3.78463 -0.46355
C -4.12329 0.46859 -3.83521
```